i) The following is a DFT calculation (ωB97M-V/def2-TZVPD) of an isolated ion of composition C6H10N and charge +1.

Output
Kohn-Sham gap (alpha / beta), eV: 9.0 / 9.0
Net charge: +1
E_LUMO (alpha / beta), eV: -4.48 / -4.48
Multiplicity: 1

Each line ends with the Mulliken charge.
Atoms and positions in Å:
1 C 1.91865 1.34792 0.16489  -0.341
2 C 1.82550 0.02948 0.24315  -0.209
3 C 0.10127 0.09329 -1.47294  -0.397
4 C -0.22734 0.91932 -0.37293  0.329
5 C -1.29196 1.44949 0.51252  -1.078
6 C 0.01097 -1.80401 0.30750  -0.899
7 N 0.49245 -0.46477 -0.14848  0.233
8 H 2.27127 2.41280 0.21428  0.376
9 H 2.49896 -0.65802 0.89640  0.330
10 H -0.64729 -0.64231 -1.89868  0.319
11 H 0.94267 0.48439 -2.23203  0.253
12 H -1.10391 1.09895 1.58640  0.292
13 H -2.23150 1.04910 0.06325  0.341
14 H -1.33494 2.53994 0.42113  0.348
15 H 0.25991 -1.86713 1.49026  0.304
16 H -1.03567 -1.94156 0.15880  0.389
17 H 0.50646 -2.53285 -0.22436  0.410



ii) The following is a DFT calculation (ωB97M-V/def2-TZVPD) of an isolated ion of composition C6H10N and charge +1.

Output
Kohn-Sham gap (alpha / beta), eV: 6.9 / 6.9
Net charge: +1
E_LUMO (alpha / beta), eV: -6.47 / -6.47
Multiplicity: 1

Each line ends with the Mulliken charge.
Atoms and positions in Å:
1 C -0.38380 0.66157 0.03198  0.532
2 C -1.20467 1.59839 -0.50212  -0.838
3 C 2.94021 -0.70837 -0.26362  -0.276
4 C 1.10915 0.84068 0.33860  -0.591
5 C -0.81901 -0.62582 0.31667  0.378
6 C -2.07114 -1.14302 -0.04011  -1.376
7 N 1.72341 -0.29022 -0.17307  -0.278
8 H -2.20409 1.36352 -0.73205  0.301
9 H -0.98524 2.71186 -0.38866  0.300
10 H 2.91934 -1.82787 -0.40138  0.241
11 H 3.90333 -0.20213 -0.24556  0.291
12 H 1.47745 1.78021 -0.18615  0.444
13 H 1.04959 0.87439 1.40060  0.309
14 H -0.29055 -1.12151 1.16261  0.367
15 H -2.76244 -1.01818 0.73744  0.383
16 H -2.01445 -2.23274 -0.09477  0.379
17 H -2.38707 -0.66076 -0.96040  0.434



iii) The following is a DFT calculation (ωB97M-V/def2-TZVPD) of an isolated ion of composition C6H10N and charge +1.

Output
Kohn-Sham gap, eV: 8.4
Net charge: +1
E_LUMO, eV: -4.19
Multiplicity: 1

Each line ends with the Mulliken charge.
Atoms and positions in Å:
1 C -0.17346 0.93502 -0.42499  -1.077
2 C 1.09152 0.01168 -0.40860  -0.240
3 C -2.54364 -0.04758 -0.07971  0.891
4 C -1.49151 0.42057 -0.31184  -0.547
5 C 2.20946 0.33422 0.19407  -0.037
6 C 3.37643 -0.61471 0.20720  -0.941
7 N -3.82029 -0.47887 0.30089  -0.258
8 H 0.03511 1.62060 0.31746  0.334
9 H -0.16905 1.42002 -1.41091  0.314
10 H 1.15053 -0.78281 -1.12425  0.262
11 H 2.01213 1.19319 0.85919  0.236
12 H 3.36953 -0.99170 1.18017  0.276
13 H 4.34724 0.02155 0.08188  0.293
14 H 3.22245 -1.32324 -0.63785  0.294
15 H -3.77069 -1.30977 0.90774  0.398
16 H -4.46638 -0.62710 -0.49274  0.401
17 H -4.37936 0.21894 0.84231  0.401



iv) The following is a DFT calculation (ωB97M-V/def2-TZVPD) of an isolated ion of composition C6H10N and charge +1.

Output
Kohn-Sham gap (alpha / beta), eV: 8.0 / 7.4
Net charge: +1
E_LUMO (alpha / beta), eV: -5.60 / -6.15
Multiplicity: 1

Each line ends with the Mulliken charge.
Atoms and positions in Å:
1 C 0.07132 -1.95977 0.77734  -0.303
2 C -0.66784 1.12451 -1.44523  -0.526
3 C 1.23356 -0.07637 -1.52199  -0.656
4 C 0.77153 1.29724 -1.15901  -0.192
5 C 0.04143 0.05793 -0.62545  0.468
6 C -0.95806 0.24002 1.61085  -0.933
7 N -0.20579 -0.45306 0.60569  0.127
8 H -0.06903 -2.33526 1.76922  0.295
9 H 0.57236 -2.44569 -0.03163  0.319
10 H -1.38741 1.78689 -0.98505  0.276
11 H -0.96515 0.78944 -2.43337  0.197
12 H 1.08351 -0.42016 -2.53786  0.211
13 H 2.15993 -0.42438 -1.08030  0.337
14 H 1.27279 2.08178 -0.63184  0.306
15 H -0.47470 0.12412 2.58183  0.350
16 H -1.97480 -0.15051 1.68969  0.352
17 H -1.00705 1.29964 1.36428  0.374



Calculated relative energies: i) 0.0932; ii) 0.0089; iii) 0.0000; iv) 0.0139, given in hartree



i) The following is a DFT calculation (ωB97M-V/def2-TZVPD) of a 2-piece molecular cluster, C4H12N2O overall.

Output
Kohn-Sham gap, eV: 9.7
E_LUMO, eV: 1.02
Multiplicity: 1

Each line ends with the Mulliken charge.
Atoms and positions in Å:
1 C -2.06758 -0.55803 -1.15843  -0.636
2 C -1.63777 0.71127 -1.33745  -0.482
3 H -0.12951 0.69945 -0.29014  -0.614
4 H -1.07758 0.97618 -2.22468  0.251
5 H -2.92282 -0.77815 -0.53616  0.317
6 H -1.73808 -1.35295 -1.81045  0.300
7 H -0.70275 -1.23217 0.42964  0.115
8 H -2.21501 1.54102 -0.95052  0.282
9 C 0.71678 0.35971 0.50835  1.456
10 N 2.05046 0.54939 -0.01414  -0.794
11 N 0.50582 1.20156 1.66537  -0.715
12 C 0.41141 -1.11017 0.69812  -0.514
13 O 1.06575 -1.95349 -0.21678  -0.537
14 H 1.99788 -1.69691 -0.21135  0.345
15 H 2.05840 0.58220 -1.02805  0.208
16 H 2.46206 1.40675 0.35212  0.231
17 H 1.06054 0.87068 2.45169  0.256
18 H -0.46874 1.19938 1.94318  0.249
19 H 0.63074 -1.41572 1.72968  0.282



ii) The following is a DFT calculation (ωB97M-V/def2-TZVPD) of one molecule with the formula C4H12N2O.

Output
Kohn-Sham gap, eV: 10.2
E_LUMO, eV: 0.80
Multiplicity: 1

Each line ends with the Mulliken charge.
Atoms and positions in Å:
1 N 0.43367 -1.76749 0.68402  -0.682
2 C 0.47690 -0.36017 0.28365  0.077
3 C -0.61589 0.55555 0.95638  0.089
4 C -0.19488 2.03091 0.87160  -1.266
5 O -1.93780 0.25970 0.55589  -0.578
6 C 0.18739 -0.29900 -1.20439  -0.807
7 N 1.34782 -0.28217 -2.15542  -0.656
8 H 1.04212 -2.03199 1.45040  0.255
9 H 0.85577 -2.34633 -0.04500  0.237
10 H 1.44478 0.08371 0.52996  0.364
11 H -0.60984 0.32653 2.03708  0.311
12 H -0.91887 2.84293 0.77330  0.319
13 H 0.37923 2.14646 1.79086  0.368
14 H 0.61582 2.15283 0.15042  0.313
15 H -1.93544 -0.70694 0.57139  0.334
16 H -0.29539 0.67670 -1.44834  0.339
17 H -0.49009 -1.14229 -1.44774  0.459
18 H 2.23027 -0.24482 -1.62922  0.240
19 H 1.63743 -1.20824 -2.51002  0.283



iii) The following is a DFT calculation (ωB97M-V/def2-TZVPD) of a 2-piece molecular cluster, C4H12N2O overall.

Output
Kohn-Sham gap, eV: 9.6
E_LUMO, eV: 0.73
Multiplicity: 1

Each line ends with the Mulliken charge.
Atoms and positions in Å:
1 C 0.48323 0.81448 2.05482  -0.665
2 C -0.45110 -0.42504 2.01886  -0.617
3 C -1.15208 -0.60987 0.65826  -0.641
4 C -0.86869 -1.19592 -1.54666  -0.379
5 N -0.35378 -1.16266 -0.40742  -0.410
6 N 1.73606 0.60531 1.33906  -0.495
7 H 0.63619 0.97171 3.13039  0.290
8 H -0.06497 1.64486 1.63062  0.443
9 H 0.12328 -1.26734 2.39691  0.342
10 H -1.28220 -0.21688 2.69739  0.322
11 H -1.52009 0.39276 0.43234  0.360
12 H -2.09911 -1.14068 0.85187  0.430
13 H -0.39662 -1.49611 -2.46852  0.354
14 H -1.94657 -0.98769 -1.65837  0.249
15 H 2.43044 0.24173 1.97257  0.217
16 H 1.99184 1.49849 0.94319  0.201
17 H 0.65032 1.11912 -2.80769  0.324
18 H -0.02080 2.15552 -3.57540  0.312
19 O 0.33157 1.26642 -3.71075  -0.637



iv) The following is a DFT calculation (ωB97M-V/def2-TZVPD) of a 2-piece molecular cluster, C4H12N2O overall.

Output
Kohn-Sham gap, eV: 4.0
E_LUMO, eV: -4.04
Multiplicity: 1

Each line ends with the Mulliken charge.
Atoms and positions in Å:
1 C 0.83190 1.00003 -1.02489  -1.306
2 O 2.32688 -1.22019 0.84450  -0.677
3 C -0.12093 1.17512 0.20648  0.154
4 C -0.21417 -0.16149 1.02351  -0.764
5 C -0.48569 -1.31887 0.05817  -0.467
6 N -1.57412 -1.06097 -0.92181  -0.509
7 N -1.35629 1.56553 -0.28261  -0.423
8 H 1.78336 0.63218 -0.61728  0.263
9 H 1.16360 1.98985 -1.41919  0.412
10 H 0.29475 0.48451 -1.81401  0.435
11 H 0.35622 1.89078 0.86937  0.476
12 H 0.72339 -0.30536 1.58060  0.373
13 H -0.94327 0.00599 1.82263  0.307
14 H 0.47825 -1.36837 -0.46587  0.233
15 H -0.58567 -2.28992 0.54525  0.431
16 H -2.29019 -1.75527 -0.76122  0.262
17 H -1.82850 0.00156 -0.81702  0.334
18 H 3.12633 -1.71791 1.06231  0.182
19 H -1.68586 2.45282 0.11109  0.286



Calculated relative energies: i) 0.0351; ii) 0.0000; iii) 0.0137; iv) 0.2397, given in hartree